1.
Density functional theory data (ωB97M-V/def2-TZVPD) for a structure of composition As2F13Mn2 in a non-equilibrium geometry.

Output
* 2S+1: 11
* total energy: -8071.69720 Ha
* total charge: +1
* expectation value of S²: 30.004

Element x y z (Å)
Mn (-1.5152, -2.2139, 0.5369)
Mn (0.4560, 0.8549, -0.6768)
As (-0.5388, -1.5257, -3.0525)
F (0.6087, -2.6583, -3.7153)
F (-0.5719, -2.5732, -1.5612)
F (-1.8200, -0.5054, -2.3677)
F (-0.3178, -0.3959, -4.3670)
F (-1.7809, -2.3616, -3.8784)
F (0.6242, -0.4712, -2.1474)
As (0.8027, 1.7566, 3.1151)
F (0.5925, 0.0503, 3.4650)
F (-0.8865, 2.1442, 3.2985)
F (1.2286, 3.4069, 2.7007)
F (2.4771, 1.3637, 2.6670)
F (0.4720, 1.4403, 1.3438)
F (1.2389, 2.0357, 4.7501)
F (-1.0696, -0.3473, -0.1107)

2.
Density functional theory data (ωB97M-V/def2-TZVPD) for the ion C5H11O2 with charge -1 in a non-equilibrium geometry.

Output
* energy above the lowest of the compared OMol25 structures with the same formula, charge and spin: 70.8 kcal per mole
* total charge: -1
* SMILES: [O-]CCCCCO

Element x y z (Å)
C (-1.3759, -1.3863, 1.0421)
O (-1.8359, -2.2937, -0.0204)
C (-1.1359, 0.0075, 0.4553)
C (0.2230, 0.7078, 0.8149)
C (1.2697, 0.3892, -0.2386)
C (1.4158, 1.2955, -1.5110)
O (2.5075, 0.9084, -2.2367)
H (-2.1851, -1.5165, 1.7527)
H (-0.4439, -1.8096, 1.4038)
H (-1.1636, -2.1997, -0.7070)
H (-1.2819, -0.0597, -0.6250)
H (-2.0298, 0.6429, 0.6314)
H (-0.0238, 1.7479, 1.0363)
H (0.4443, 0.2557, 1.7879)
H (1.2291, -0.6718, -0.5203)
H (2.2630, 0.5448, 0.1967)
H (1.5951, 2.3084, -1.0992)
H (0.5282, 1.1292, -2.1630)

3.
Density functional theory data (ωB97M-V/def2-TZVPD) for an isolated molecule of C5H8N2O in a non-equilibrium geometry.

Output
* energy above the lowest of the compared OMol25 structures with the same formula, charge and spin: 89.6 kcal per mole
* total charge: 0
* SMILES: C1=NOCC12CNC2

Element x y z (Å)
C (-0.3900, -0.2660, -1.3778)
C (0.9387, 0.9818, -0.3950)
C (-0.0327, -0.1212, 0.1199)
C (-1.0365, 0.2864, 1.2972)
C (0.5204, -1.3509, 0.8726)
H (0.1517, -1.0861, -1.8714)
H (-1.4155, -0.2697, -1.7218)
H (0.8332, 1.0148, -2.4492)
H (1.9629, 0.6621, -0.2684)
H (0.7783, 1.9385, 0.1073)
H (-0.4928, 1.1108, 1.7976)
H (-2.0334, 0.7295, 0.9927)
H (1.3931, -2.0158, 0.6300)
N (0.2361, 0.9657, -1.6974)
N (-0.2247, -1.7464, 1.8679)
O (-1.1888, -0.8336, 2.0960)

4.
Density functional theory data (ωB97M-V/def2-TZVPD) for a cluster of 2 separate species, CH2F3N3 in total in a non-equilibrium geometry.

Output
* energy above the lowest of the compared OMol25 structures with the same formula, charge and spin: 220.2 kcal per mole
* total charge: 0

Element x y z (Å)
C (0.5895, -0.5428, -0.3186)
N (0.5743, -1.7726, -0.0911)
N (1.0619, 0.5039, -0.9214)
N (-1.0622, 0.5035, 1.4565)
F (-0.4549, -2.4433, 0.5072)
F (-2.1794, 0.4043, 0.7539)
F (-0.6840, 1.8165, 1.2611)
H (1.7849, 0.3087, -1.6399)
H (0.3699, 1.2219, -1.0077)

5.
Density functional theory data (ωB97M-V/def2-TZVPD) for a structure of composition C20H14N4O2ReS4 in a non-equilibrium geometry.

Output
* 2S+1: 4
* energy above the lowest of the compared OMol25 structures with the same formula, charge and spin: 0.0 kcal per mole
* total charge: -2
* expectation value of S²: 3.853

Element x y z (Å)
Re (-1.1114, -1.3973, -0.6600)
C (2.8928, -0.0132, -1.1491)
C (1.6466, -0.8003, -1.4555)
N (0.9188, -1.3275, -0.4982)
N (1.5529, -1.2949, 0.7552)
C (0.7313, -1.1760, 1.7428)
S (-0.9748, -1.0382, 1.6172)
S (1.4847, -0.9962, 3.3550)
C (2.4225, 0.5312, 3.0076)
C (1.5263, 1.7360, 2.9744)
C (0.8702, 2.0984, 1.8013)
C (-0.0207, 3.1616, 1.7860)
C (-0.2544, 3.8901, 2.9428)
C (0.3990, 3.5414, 4.1173)
C (1.2764, 2.4683, 4.1316)
C (1.2670, -0.9406, -2.8600)
C (2.2850, -1.2133, -3.7860)
C (2.0288, -1.3898, -5.1282)
C (0.7125, -1.2592, -5.5791)
C (-0.3025, -0.9640, -4.7021)
C (-0.0714, -0.7968, -3.3162)
O (-1.0599, -0.5205, -2.5170)
H (2.6709, 0.7427, -0.3949)
H (3.6715, -0.6497, -0.7209)
H (3.2631, 0.4771, -2.0451)
H (3.1783, 0.6213, 3.7894)
H (2.9223, 0.3744, 2.0534)
H (1.0184, 1.5132, 0.9024)
H (-0.5518, 3.3966, 0.8726)
H (-0.9592, 4.7122, 2.9343)
H (0.2096, 4.0955, 5.0291)
H (1.7636, 2.1802, 5.0571)
H (3.3012, -1.3233, -3.4234)
H (2.8299, -1.6380, -5.8135)
H (0.4835, -1.3996, -6.6300)
H (-1.3265, -0.8661, -5.0393)
S (-3.3827, 0.6875, -0.6757)
C (-4.2916, -1.5105, 0.0420)
S (-2.1894, -3.6058, -1.0909)
C (-5.0005, -1.6593, 1.1755)
C (-4.4890, -1.5052, 2.5071)
N (-4.1184, -1.3913, 3.5923)
C (-6.3902, -1.9701, 1.0578)
N (-7.5146, -2.2198, 0.9934)
O (-3.3180, -1.3607, -0.7527)

6.
Density functional theory data (ωB97M-V/def2-TZVPD) for an isolated molecule of C10H15N5O4 in a non-equilibrium geometry.

Output
* energy above the lowest of the compared OMol25 structures with the same formula, charge and spin: 27.4 kcal per mole
* total charge: 0
* SMILES: NC(=O)C[C@H](NC(=O)[C@@H](N)Cc1c[nH]cn1)C(=O)O

Element x y z (Å)
C (-2.5378, -1.4344, 0.2469)
C (-1.0913, -1.7528, -0.2048)
C (-3.1609, -0.3595, -0.6557)
C (-2.4255, 0.9588, -0.4942)
C (-1.4456, 1.4252, -1.3042)
C (-1.5582, 2.5446, 0.6139)
C (1.1808, -0.5940, -0.0389)
C (2.1687, -1.7682, 0.0633)
C (1.5688, 0.6416, 0.7766)
C (2.4550, 1.6581, 0.0190)
H (-2.5891, 0.0557, 1.7490)
H (-2.9804, -1.5362, 2.2665)
H (-3.2495, -2.3596, 0.1603)
H (-4.2546, -0.3230, -0.3789)
H (-3.0367, -0.7246, -1.7181)
H (-0.9309, 0.9899, -2.1286)
H (-1.3011, 3.2013, 1.4073)
H (0.0812, 2.7267, -0.7447)
H (-0.3525, -0.9333, 1.4768)
H (1.0172, -0.2744, -1.0638)
H (2.0483, 0.3427, 1.6849)
H (0.5995, 1.1213, 1.0209)
H (4.4314, 1.9948, -0.5500)
H (4.0804, 0.3941, 0.2358)
H (0.8950, -2.8067, -0.9485)
N (-2.3821, -0.9757, 1.6756)
N (-2.4865, 1.6311, 0.6898)
N (-0.8739, 2.4417, -0.5832)
N (-0.0954, -1.0552, 0.4532)
N (3.8105, 1.3866, -0.0323)
O (-0.8963, -2.4145, -1.2138)
O (3.2972, -1.6243, 0.5969)
O (1.9443, 2.6831, -0.4177)
O (1.7560, -2.8673, -0.4682)

Molar mass across the listed records, respectively: 506.69, 103.14, 112.13, 113.04, 656.83, 269.26 u.